Computed, not measured: a cluster of 12 separate species, C45H72O27 in total at a distorted geometry, with the ωB97M-V functional and the def2-TZVPD basis.

Last column: Mulliken charge in e.
CARTESIAN COORDINATES (ANGSTROEM)
C1 -3.6692 4.3093 12.9811  0.714
O1 -4.0474 5.1788 14.0441  -0.268
C2 -4.5358 6.3580 13.6919  0.817
O2 -4.5209 6.8527 12.5927  -0.540
O3 -5.0557 6.9176 14.7722  -0.383
C3 -5.4965 8.2717 14.6242  -0.500
H1 -2.5894 4.1544 12.9785  -0.350
H2 -3.9196 4.7616 12.0291  -0.407
H3 -4.1792 3.3523 13.0689  0.185
H4 -5.8500 8.5645 15.6093  0.265
H5 -6.2685 8.3656 13.8681  0.277
H6 -4.6335 8.9109 14.4228  0.127
C4 0.1613 4.4694 11.3140  1.176
O4 -0.4479 5.7586 11.3224  -0.570
C5 -1.5262 5.9401 10.5722  0.392
O5 -2.1669 5.0736 10.0260  -0.125
O6 -1.8021 7.2428 10.5663  -0.083
C6 -2.8465 7.6826 9.6955  -0.489
H7 0.9686 4.4693 10.5896  -0.979
H8 -0.5507 3.6831 11.0804  -0.643
H9 0.5985 4.2974 12.2969  0.286
H10 -2.8653 7.1912 8.7282  0.255
H11 -2.6605 8.7418 9.5274  0.128
H12 -3.8158 7.6313 10.1887  0.176
C7 5.4193 4.8598 7.3522  -0.618
O7 5.6951 4.3225 8.6395  -0.411
C8 4.7966 3.5912 9.2982  0.798
O8 4.8634 3.3826 10.4758  -0.514
O9 3.8786 3.0887 8.4688  -0.264
C9 2.8063 2.3474 9.0142  -0.147
H13 4.9269 4.1277 6.7122  0.306
H14 6.3682 5.1596 6.9245  0.302
H15 4.7396 5.7125 7.4106  0.189
H16 2.3026 1.9075 8.1611  0.066
H17 2.1093 2.9137 9.6233  -0.058
H18 3.2107 1.5411 9.6318  0.389
O10 -2.6502 1.4299 5.6977  -0.595
C10 -2.0458 1.3109 6.7154  0.250
C11 -2.1871 2.1142 8.0019  0.219
C12 -0.8694 1.8443 8.7021  2.851
C13 -0.4044 0.4956 8.1246  -0.452
O11 -1.1035 0.3549 6.8747  -0.425
H19 -2.3455 3.1594 7.7568  -0.223
H20 -3.0703 1.7011 8.4994  0.078
H21 -0.1717 2.6301 8.3878  -1.121
H22 -0.8365 1.8480 9.7879  -1.121
H23 0.6691 0.4806 7.9877  0.248
H24 -0.7507 -0.2908 8.7938  0.326
O12 4.8016 7.8531 13.1323  -0.621
C14 4.0258 7.5487 12.2834  0.201
C15 2.5616 7.9273 12.1474  -0.114
C16 2.3180 7.7261 10.6584  0.150
C17 3.2843 6.5788 10.3551  1.074
O13 4.3756 6.7350 11.2525  -0.369
H25 1.9822 7.2595 12.7891  0.149
H26 2.4328 8.9504 12.4921  0.272
H27 1.2977 7.4139 10.4400  -0.283
H28 2.5763 8.6342 10.1153  0.380
H29 2.7681 5.6274 10.5159  -0.746
H30 3.6334 6.5266 9.3251  -0.088
O14 -4.1943 10.5925 8.7305  -0.561
C18 -4.9686 11.4920 8.8253  0.534
C19 -6.4700 11.4502 8.6218  -0.375
C20 -6.9424 12.7474 9.2758  -0.524
C21 -5.6926 13.6325 9.1921  -0.458
O15 -4.5966 12.7203 9.2433  -0.380
H31 -6.7346 11.4574 7.5652  0.310
H32 -6.9204 10.5867 9.1038  0.242
H33 -7.7961 13.2107 8.7787  0.318
H34 -7.2390 12.6928 10.3254  0.271
H35 -5.6767 14.2159 8.2655  0.250
H36 -5.6278 14.3711 9.9867  0.349
O16 1.2394 11.1414 11.5897  -0.581
C22 0.1181 10.9756 11.9486  0.284
C23 -0.9462 10.0996 11.3241  0.383
C24 -2.1951 10.3794 12.1744  0.437
C25 -1.6301 11.0142 13.4327  -0.468
O17 -0.3987 11.6439 13.0180  -0.423
H37 -1.0907 10.3671 10.2798  0.419
H38 -0.5620 9.0812 11.3582  -0.433
H39 -2.8792 11.0177 11.6139  -0.033
H40 -2.7718 9.4660 12.3447  -0.145
H41 -2.3074 11.7770 13.8133  0.359
H42 -1.3960 10.3065 14.2284  0.243
O18 1.3720 4.9817 8.3907  0.120
C26 0.9541 5.1994 7.2914  -0.062
C27 -0.4150 5.7305 6.9032  0.738
C28 -0.4877 5.2923 5.4414  -0.632
C29 0.9713 5.3742 4.9933  -0.583
O19 1.7257 5.0701 6.1990  -0.435
H43 -1.2084 5.3087 7.5105  -0.627
H44 -0.3663 6.8210 6.9168  0.280
H45 -0.8658 4.2755 5.2942  0.153
H46 -1.1621 5.8799 4.8138  0.422
H47 1.1913 4.6198 4.2460  0.388
H48 1.2645 6.3756 4.6801  0.304
O20 1.3002 3.9401 14.6775  -0.627
C30 0.3056 3.4821 15.1636  0.591
C31 0.1349 2.1528 15.8951  -0.355
C32 -1.1943 2.3315 16.6212  -0.713
C33 -1.9366 3.3097 15.7127  0.522
O21 -0.8797 4.1168 15.1132  -0.254
H49 0.1197 1.3679 15.1420  -0.112
H50 0.9762 2.0289 16.5709  0.521
H51 -1.7933 1.4197 16.6484  0.330
H52 -1.0791 2.7157 17.6307  0.295
H53 -2.4901 2.8174 14.9175  -0.558
H54 -2.6056 4.0163 16.1970  0.386
O22 -5.3173 0.8229 14.1743  -0.610
C34 -4.2999 0.6622 13.5829  0.438
C35 -4.0390 0.5165 12.0927  -0.593
C36 -2.5643 0.8979 12.0149  1.501
C37 -2.0528 0.3026 13.3022  0.365
O23 -3.1045 0.5978 14.2373  -0.376
H55 -4.1794 -0.5372 11.8297  0.415
H56 -4.7544 1.0909 11.5100  0.249
H57 -2.0989 0.4986 11.1164  -0.150
H58 -2.4720 1.9859 11.9869  -0.958
H59 -2.0363 -0.7870 13.2231  0.567
H60 -1.0725 0.6913 13.5521  -0.692
O24 0.4630 -0.1328 11.0390  -0.570
C38 1.4598 0.3216 11.5337  -0.066
C39 2.7678 -0.3673 11.8398  -0.623
C40 3.6869 0.7711 12.3365  -0.692
C41 2.7251 1.9226 12.6130  -0.184
O25 1.5438 1.6281 11.8366  0.446
H61 2.6173 -1.1570 12.5742  0.354
H62 3.1794 -0.7995 10.9310  0.281
H63 4.2929 0.4833 13.1918  0.483
H64 4.3800 1.0009 11.5306  0.163
H65 2.4434 2.0466 13.6564  0.492
H66 3.1527 2.8532 12.2422  0.024
O26 -6.3857 2.3932 8.7016  -0.584
C42 -6.3347 3.5571 8.4446  0.442
C43 -5.5887 4.6467 9.1785  1.006
C44 -5.6621 5.8225 8.2155  -0.292
C45 -6.8959 5.5055 7.3681  -0.553
O27 -7.0103 4.0758 7.3914  -0.403
H67 -6.0840 4.8508 10.1271  0.154
H68 -4.5631 4.3339 9.3559  -0.713
H69 -5.6953 6.7752 8.7398  0.317
H70 -4.8057 5.8341 7.5382  0.059
H71 -7.8157 5.8835 7.8207  0.261
H72 -6.7940 5.8935 6.3602  0.384

The calculation puts the energy above the lowest of the compared OMol25 structures with the same formula, charge and spin at 0.0 kcal per mole. The value obtained for the HOMO energy is -9.496 eV. The value obtained for the maximum force is 1.455 eV/Å. For the total energy, the calculation gives -3789.51861 hartree. As for the LUMO energy: 0.001 Eh. Its SMILES is COC(=O)OC.COC(=O)OC.COC(=O)OC.O=C1CCCO1.O=C1CCCO1.O=C1CCCO1.O=C1CCCO1.O=C1CCCO1.O=C1CCCO1.O=C1CCCO1.O=C1CCCO1.O=C1CCCO1.